Entry from the OMol25 dataset: the molecule C3H6FN3S at a distorted geometry (ωB97M-V with the def2-TZVPD basis set).

Output
Max |F|: 1.81 eV Å⁻¹
SMILES: N/C=C(/F)C(=S)NN
Electronic energy: -21229.53916 eV
Kohn-Sham gap: 0.3097 Ha
Lowest unoccupied orbital energy: 0.0 eV

Each line ends with the Löwdin charge.
Cartesian coordinates (Å):
C  0.66  0.23  -0.12  -0.75
C  -0.38  -0.80  0.22  -0.33
C  -1.68  -0.90  -0.10  -0.15
H  -1.63  1.94  0.30  0.05
H  -0.92  1.39  1.69  0.09
H  1.10  2.11  0.02  0.10
H  -2.16  -1.80  0.29  0.13
H  -3.37  -0.21  -1.06  0.11
H  -1.88  0.23  -1.80  0.11
N  -0.79  1.94  0.85  0.03
N  0.28  1.53  0.04  -0.10
N  -2.35  -0.05  -0.94  0.04
F  0.12  -1.84  0.90  0.02
S  2.26  -0.14  -0.45  0.64